Computed, not measured: a single C6H7N molecule at a distorted geometry, with the ωB97M-V functional and the def2-TZVPD basis.

Atoms and positions in Å:
C (-0.30301, 1.98590, 0.09437)
C (-0.61894, 0.62098, 0.57083)
C (-1.92730, -0.54682, 0.67969)
C (-3.04930, -0.65136, -0.00853)
N (-4.06266, -0.84280, -0.53010)
C (-0.40769, -0.86763, 0.69866)
C (0.34457, -1.47524, -0.44638)
H (-0.60175, 2.61951, 0.89004)
H (-0.60827, 2.37880, -0.83947)
H (0.80082, 1.88798, 0.14009)
H (-0.01565, -1.02407, 1.69837)
H (1.42188, -1.33412, -0.63853)
H (-0.25290, -1.03340, -1.41317)
H (0.10481, -2.52757, -0.35690)

## Properties
HOMO energy (spin up / spin down): -8.52 / -8.88 eV
lowest unoccupied orbital energy (spin up / spin down): -0.9490 / -0.1061 eV
net charge: 0
SMILES string: CC1=C(C#N)[C@H]1C
relative energy (zero: lowest compared OMol25 entry of this formula, charge and spin): 6.664 eV
DFT total energy: -287.34233 Eh


Computed, not measured: a single C6H7N molecule at a distorted geometry, with the ωB97M-V functional and the def2-TZVPD basis.

Atoms and positions in Å:
C (-1.03010, 1.57071, -2.58601)
C (-0.40544, 1.44799, -1.40310)
N (0.79888, 0.66027, -1.36713)
C (1.00481, -0.18978, -0.45612)
C (2.09221, -1.00954, 0.00639)
C (0.89931, -1.01805, 0.68564)
C (0.08977, -1.16015, 1.98026)
H (-2.08094, 2.05399, -2.65281)
H (-0.72090, 1.07812, -3.37988)
H (-0.49048, 2.10318, -0.63195)
H (3.08608, -1.43854, -0.10789)
H (0.03431, -0.36583, 2.72478)
H (0.79739, -1.82524, 2.50498)
H (-0.82351, -1.61794, 1.84733)

## Properties
HOMO energy: -8.01 eV
lowest unoccupied orbital energy: 0.6945 eV
net charge: 0
SMILES string: C=C/N=c1/cc1C
relative energy (zero: lowest compared OMol25 entry of this formula, charge and spin): 4.968 eV
DFT total energy: -287.40468 Eh


Computed, not measured: a single C6H7N molecule at a distorted geometry, with the ωB97M-V functional and the def2-TZVPD basis.

Atoms and positions in Å:
C (1.20806, 0.33552, -1.60003)
C (0.25726, -0.21231, -0.54241)
C (-0.56038, -1.24801, -0.48998)
C (-1.07731, -0.86399, 0.89073)
C (-0.06622, 0.37151, 0.89959)
C (-0.48548, 1.76678, 1.27998)
N (-0.87554, 2.71618, 1.83874)
H (1.19485, 1.46705, -1.80124)
H (1.02080, -0.46469, -2.40030)
H (2.27030, 0.13917, -1.23267)
H (-0.78256, -2.07359, -1.11514)
H (-2.22317, -0.59523, 1.05556)
H (-0.67265, -1.65388, 1.64981)
H (0.79206, 0.31547, 1.56737)

## Properties
HOMO energy: -9.87 eV
lowest unoccupied orbital energy: 0.8265 eV
net charge: 0
SMILES string: CC1=CC[C@@H]1C#N
relative energy (zero: lowest compared OMol25 entry of this formula, charge and spin): 2.936 eV
DFT total energy: -287.47935 Eh


Computed, not measured: a gas-phase ion, C6H7N2O3 (charge -1) at a distorted geometry, with the ωB97M-V functional and the def2-TZVPD basis.

Atoms and positions in Å:
H (0.70326, -2.99849, 0.91625)
N (-0.07036, -2.36642, 0.69456)
C (0.09829, -1.12804, 0.83763)
O (1.23933, -0.46144, 1.19330)
N (1.01421, 0.95522, 1.09212)
C (2.04221, 1.64133, 0.39446)
C (-0.57036, 1.02656, 0.24921)
C (-1.25174, 2.38446, -0.12848)
O (-0.64063, 3.42285, -0.07966)
O (-2.44128, 2.16781, -0.36518)
C (-0.96603, -0.24431, 0.38453)
C (-2.12412, -0.66336, -0.56096)
H (1.74833, 1.55662, -0.64137)
H (2.03507, 2.72831, 0.74443)
H (2.89532, 1.11215, 0.63535)
H (-2.77726, 0.31383, -0.61342)
H (-2.70263, -1.48516, -0.03225)
H (-1.78090, -1.10649, -1.44959)

## Properties
HOMO energy: -4.62 eV
lowest unoccupied orbital energy: 3.7329 eV
net charge: -1
SMILES string: [H]/N=c1\on(C)c(C(=O)[O-])c1C
relative energy (zero: lowest compared OMol25 entry of this formula, charge and spin): 2.964 eV
DFT total energy: -567.99982 Eh


Computed, not measured: a gas-phase ion, C6H7N2OS (charge +1) at a distorted geometry, with the ωB97M-V functional and the def2-TZVPD basis.

Atoms and positions in Å:
H (-1.49793, 0.19386, 2.62141)
N (-2.10108, -0.36500, 2.07551)
C (-1.91660, -0.73868, 0.92260)
S (-3.29940, -1.63231, 0.18579)
C (-2.21141, -2.46768, -0.88075)
C (-0.98692, -1.93063, -0.85574)
N (-0.68721, -0.90602, 0.00645)
C (0.48451, -0.37638, -0.19647)
C (1.15854, 0.80582, 0.03576)
C (0.51878, 1.86978, 0.62509)
O (2.41498, 0.82779, -0.53450)
H (-2.68396, -3.17787, -1.49093)
H (-0.32999, -2.33481, -1.64049)
H (1.19400, -0.98591, -0.71245)
H (-0.51513, 1.92145, 0.81857)
H (0.93754, 2.89893, 0.94871)
H (2.85946, 1.50934, -0.01264)

## Properties
HOMO energy: -12.62 eV
lowest unoccupied orbital energy: -6.1600 eV
net charge: +1
SMILES string: [H]/N=C1/SC=C/[N+]1=C/C(=C)O
relative energy (zero: lowest compared OMol25 entry of this formula, charge and spin): 3.359 eV
DFT total energy: -815.38375 Eh


Computed, not measured: a gas-phase ion, C6H7N2S2 (charge +1) at a distorted geometry, with the ωB97M-V functional and the def2-TZVPD basis.

Atoms and positions in Å:
C (0.24836, 1.42548, -1.75604)
C (1.59550, 1.45982, -1.30115)
C (-0.66034, 0.50707, -1.19386)
C (1.98963, 0.68674, -0.24943)
C (-0.15195, -0.34416, -0.15615)
C (-0.58156, -1.66914, 1.76097)
N (1.08962, -0.16969, 0.19061)
N (-0.97074, -1.15712, 0.52129)
S (1.20283, -2.13201, 1.72055)
S (-0.62413, -0.28815, 3.10593)
H (-0.03919, 2.05308, -2.51373)
H (2.39369, 2.07782, -1.87240)
H (-1.66433, 0.53926, -1.51892)
H (2.94654, 0.68324, 0.43160)
H (-1.15463, -2.47465, 2.03848)
H (-1.99731, -1.00810, 0.40722)
H (-1.96165, -0.33729, 2.95133)

## Properties
HOMO energy (spin up / spin down): -13.11 / -13.11 eV
lowest unoccupied orbital energy (spin up / spin down): -7.3416 / -7.3142 eV
net charge: +1
relative energy (zero: lowest compared OMol25 entry of this formula, charge and spin): 2.441 eV
DFT total energy: -1138.35240 Eh


Computed, not measured: a single C6H7N3 molecule at a distorted geometry, with the ωB97M-V functional and the def2-TZVPD basis.

Atoms and positions in Å:
C (-0.80311, -1.19506, 0.33256)
C (2.57859, -0.64141, -0.09761)
C (2.03839, 0.64852, -0.06686)
C (0.53400, -0.83274, 0.29148)
C (-1.66630, -0.31877, -0.44591)
C (-1.44610, 1.09830, 0.15449)
N (1.64117, -1.49755, 0.12326)
N (0.69712, 0.54039, -0.00697)
N (-0.06146, 1.69423, 0.18916)
H (-1.24099, -1.93975, 1.01788)
H (3.54840, -0.81800, -0.38315)
H (2.57331, 1.51085, -0.18168)
H (-1.52782, -0.33042, -1.59976)
H (-2.70708, -0.57363, -0.16807)
H (-2.26270, 1.68799, -0.31451)
H (-1.89542, 0.96705, 1.15569)

## Properties
HOMO energy (spin up / spin down): -7.43 / -8.82 eV
lowest unoccupied orbital energy (spin up / spin down): -0.8405 / -0.5479 eV
net charge: 0
relative energy (zero: lowest compared OMol25 entry of this formula, charge and spin): 4.335 eV
DFT total energy: -396.93297 Eh


Computed, not measured: a single C6H7N3 molecule at a distorted geometry, with the ωB97M-V functional and the def2-TZVPD basis.

Atoms and positions in Å:
N (-3.75542, -0.00719, -0.16163)
C (-2.78808, 0.58804, -0.19592)
C (-1.44197, 0.74558, -0.11065)
N (-0.88451, 1.77898, 0.44796)
C (0.44192, 1.73816, 0.59468)
C (1.19338, 0.65762, 0.34865)
C (0.48411, -0.50615, -0.42108)
N (-0.32447, -1.31928, 0.81941)
C (-0.60685, 0.04521, -1.30135)
H (0.85633, 2.58832, 1.12159)
H (1.90209, 0.41300, 1.14838)
H (1.17980, -1.24573, -0.93234)
H (-0.39644, -0.70762, 1.56440)
H (-1.28654, -1.31962, 0.47104)
H (-0.61064, 0.79161, -2.13430)
H (-0.92152, -0.94583, -1.72140)

## Properties
HOMO energy (spin up / spin down): -9.32 / -9.32 eV
lowest unoccupied orbital energy (spin up / spin down): -1.0667 / -1.0667 eV
net charge: 0
SMILES string: N#CC1=NC=C[C@@H](N)C1
relative energy (zero: lowest compared OMol25 entry of this formula, charge and spin): 3.962 eV
DFT total energy: -396.94665 Eh


Computed, not measured: a single C6H7N3O molecule at a distorted geometry, with the ωB97M-V functional and the def2-TZVPD basis.

Atoms and positions in Å:
C (-3.70208, 1.41749, 0.27281)
C (-2.28562, 0.94655, 0.37563)
N (-1.33940, 1.40320, -0.39308)
C (-0.06890, 0.91299, -0.22309)
C (0.99450, 1.56341, -0.73831)
C (2.36111, 0.96732, -0.58844)
N (2.59364, -0.11431, 0.13247)
C (1.48100, -0.71358, 0.67792)
O (1.63326, -1.69499, 1.36313)
N (0.19045, -0.23849, 0.50616)
H (-4.24419, 0.89190, -0.49621)
H (-4.17745, 1.30527, 1.23244)
H (-3.76935, 2.51588, 0.03662)
H (-2.11223, 0.23380, 1.18887)
H (0.79208, 2.51831, -1.23079)
H (3.22543, 1.50518, -0.97442)
H (-0.53640, -0.83026, 0.84037)

## Properties
HOMO energy: -8.88 eV
lowest unoccupied orbital energy: -0.6564 eV
net charge: 0
SMILES string: C/C=N/c1ccnc(=O)[nH]1
relative energy (zero: lowest compared OMol25 entry of this formula, charge and spin): 0.448 eV
DFT total energy: -472.32539 Eh


Computed, not measured: a single C6H7N3OS molecule at a distorted geometry, with the ωB97M-V functional and the def2-TZVPD basis.

Atoms and positions in Å:
C (0.20290, -0.53809, 0.44588)
C (1.09780, -1.60848, -0.12806)
C (2.64921, 0.02462, 0.70148)
C (-1.13393, 0.09472, -0.01497)
C (1.32435, 0.48324, 0.80609)
C (-1.08559, 1.40349, 0.24945)
N (2.31938, -1.21644, 0.15128)
N (-2.26891, -0.59625, -0.46802)
N (-2.06232, 2.34397, 0.00112)
O (3.34899, -2.03994, -0.30503)
S (0.49062, 1.97862, 0.92218)
H (-0.18671, -1.13264, 1.30058)
H (0.90615, -2.71914, -0.27576)
H (-2.28952, -0.95421, -1.46307)
H (-3.08491, 0.16805, -0.47207)
H (-2.45239, 2.35949, -0.97107)
H (-1.80381, 3.39683, 0.01358)
H (4.02869, -1.44786, -0.49361)

## Properties
HOMO energy (spin up / spin down): -7.43 / -7.43 eV
lowest unoccupied orbital energy (spin up / spin down): -0.0423 / -0.0417 eV
net charge: 0
relative energy (zero: lowest compared OMol25 entry of this formula, charge and spin): 6.192 eV
DFT total energy: -870.30269 Eh


Computed, not measured: 2 unconnected molecules or ions with the total composition C6H7NO at a distorted geometry, with the ωB97M-V functional and the def2-TZVPD basis.

Atoms and positions in Å:
C (1.41895, 0.28493, -1.79876)
C (0.42693, -0.23322, -1.37619)
C (-0.87407, -0.70334, -0.95307)
C (-1.97426, -0.30374, -1.54633)
H (2.11957, 0.90109, -2.28197)
H (-0.79031, -1.61844, -0.25730)
H (-2.88866, -0.56780, -1.13018)
H (-1.93805, 0.39248, -2.41240)
C (0.83636, 0.17148, 1.85076)
N (-0.24341, 0.87430, 0.96927)
C (-0.99415, 1.78665, 1.08172)
O (-1.85180, 2.53499, 0.91818)
H (1.01503, 0.82618, 2.66177)
H (0.42410, -0.86504, 2.01293)
H (1.89816, 0.23290, 1.29111)

## Properties
HOMO energy: -9.17 eV
lowest unoccupied orbital energy: 0.6760 eV
net charge: 0
SMILES string: C#CC=C.CN=C=O
relative energy (zero: lowest compared OMol25 entry of this formula, charge and spin): 3.710 eV
DFT total energy: -362.67715 Eh


Computed, not measured: a single C6H7NO molecule at a distorted geometry, with the ωB97M-V functional and the def2-TZVPD basis.

Atoms and positions in Å:
C (0.61145, 2.07889, 0.32898)
C (1.14353, 0.82226, 0.15726)
O (2.47936, 0.55622, 0.23373)
N (2.66719, -0.75068, -0.04825)
C (1.58814, -1.38245, -0.12606)
C (0.50308, -0.47797, 0.00945)
C (-0.86119, -1.00542, -0.28602)
C (-2.13885, -0.23312, -0.12672)
H (1.17481, 3.05055, 0.30106)
H (-0.46688, 2.16960, 0.43068)
H (1.57385, -2.45501, -0.41957)
H (-0.70397, -2.02775, -0.26465)
H (-2.16636, 0.26248, 0.91313)
H (-3.09620, -1.03003, -0.19106)
H (-2.30795, 0.42243, -0.91197)

## Properties
HOMO energy (spin up / spin down): -8.02 / -8.02 eV
lowest unoccupied orbital energy (spin up / spin down): -0.4523 / -0.4514 eV
net charge: 0
SMILES string: C=c1onc/c1=C/C
relative energy (zero: lowest compared OMol25 entry of this formula, charge and spin): 3.900 eV
DFT total energy: -362.67016 Eh